Record 1
C18H40Cl8N3O3P | ωB97M-V with the def2-TZVPD basis set

Element x y z (Å)
Cl: -7.2053 -5.8413 3.1751
Cl: -1.2356 2.0640 0.9308
Cl: -5.8858 -4.3522 0.7172
Cl: 5.1403 4.1274 6.5414
Cl: -4.6898 5.9222 5.7206
Cl: 1.3050 2.9540 8.0631
Cl: -4.8536 1.9889 -0.2515
Cl: -6.8665 2.5254 7.1088
P: 4.8386 -6.5520 -3.9026
O: -3.2769 10.5992 0.5922
O: -4.0004 12.8300 0.4767
O: 5.4717 -6.9938 -2.6117
N: 5.8401 -5.3720 -4.8155
N: 3.3469 -5.6896 -3.8487
N: 4.5751 -7.9046 -4.9504
C: -2.0478 9.9492 0.7831
C: 2.8325 2.8777 7.2839
C: 5.2527 -4.4504 -5.7476
C: -6.3130 4.2224 7.1475
C: 7.3151 -5.1872 -4.5270
C: -3.3671 2.8718 -0.8004
C: -1.7954 12.3487 1.4055
C: 4.3109 -9.2057 -4.3270
C: -7.9442 -4.3455 2.5252
C: -5.9202 4.6715 5.7600
C: -2.1545 1.9327 -0.6602
C: 3.2568 -4.4059 -3.0736
C: 3.5570 4.2006 7.5214
C: 2.0933 -6.4887 -3.8942
C: -1.1156 10.9663 1.5445
C: -7.5638 -4.2281 1.0045
C: 4.3080 -7.7453 -6.3606
C: -3.1629 11.9933 0.7572
H: -1.0178 10.8079 2.6185
H: 4.3243 -4.8660 -6.1392
H: 7.4885 -5.8343 -3.6672
H: -1.5953 9.7258 -0.1831
H: -7.5894 -3.5108 3.1298
H: 1.4667 -5.7795 -3.3535
H: -7.0626 4.8723 7.5989
H: 2.9109 4.9545 7.0718
H: 1.8193 -6.5767 -4.9456
H: -2.0265 9.0086 1.3334
H: 4.1356 -3.7743 -3.2034
H: 2.4232 -3.7629 -3.3562
H: -5.4792 4.1423 7.8450
H: 5.9208 -4.4510 -6.6089
H: 3.6164 -9.1356 -3.4898
H: -2.2056 0.8990 -1.0021
H: 5.1912 -3.4859 -5.2435
H: 3.7824 -9.8392 -5.0394
H: -3.6491 3.0072 -1.8446
H: -8.0309 -3.3905 0.4865
H: -3.1629 3.8938 -0.4813
H: 3.6897 4.3096 8.5977
H: 3.2421 -4.6494 -2.0112
H: -1.8337 12.8283 2.3835
H: 2.0987 -7.4612 -3.4018
H: 2.7506 2.8196 6.1985
H: 4.6963 -6.8161 -6.7775
H: 5.1834 -9.7842 -4.0234
H: -8.0160 -5.0632 0.4695
H: -1.2192 13.0432 0.7940
H: -1.3254 2.3163 -1.2548
H: 7.6948 -5.5326 -5.4886
H: 3.4382 2.0153 7.5623
H: -0.1418 10.9752 1.0549
H: -5.4380 3.8630 5.2105
H: 3.2306 -7.8820 -6.4536
H: 7.5846 -4.1311 -4.5152
H: 4.8726 -8.4953 -6.9146
H: -9.0265 -4.4334 2.6200
H: -6.7865 4.8901 5.1358

SMILES: CN(C)P(=O)(N(C)C)N(C)C.O=C1CCCO1.ClCCCl.ClCCCl.ClCCCl.ClCCCl
HOMO: -8.424 eV

Here are the Löwdin charges for atoms 1 to 8, given in e:
1 Cl 0.51
2 Cl 0.47
3 Cl 0.58
4 Cl 0.48
5 Cl 0.56
6 Cl 0.62
7 Cl 0.51
8 Cl 0.54



Record 2
C2H6N3OS | ωB97M-V with the def2-TZVPD basis set

Element x y z (Å)
S: 1.6880 -0.3231 -0.7202
O: 1.5543 -0.7083 2.0396
N: 2.7286 -0.6240 1.6766
N: -2.3591 0.7841 -1.2023
N: -0.7307 -0.2971 0.5963
C: 3.1237 -0.4517 0.5274
C: 0.4969 -0.4136 0.4475
H: -3.2768 0.6115 -1.0846
H: -1.8225 0.0707 -0.6651
H: -2.3520 0.7346 -2.2797
H: 4.0698 -0.5021 0.2236
H: -2.0519 1.7294 -1.0291
H: -1.0683 -0.6104 1.4700

HOMO: -12.975 eV
Charge: +1

Here are the natural (NBO) charges for atoms 1 to 8, given in e:
1 S 0.29
2 O -0.30
3 N 0.06
4 N -0.87
5 N -0.80
6 C -0.09
7 C 0.28
8 H 0.43



Record 3
C2H3F2IO3S | ωB97M-V with the def2-TZVPD basis set

Element x y z (Å)
I: 1.5289 3.3789 -1.1531
S: 0.6550 0.9869 0.3615
F: -1.2497 -0.1568 -1.2339
F: -1.8004 -0.0415 0.8345
O: 1.8212 0.4178 -0.2989
O: 0.7628 1.5379 1.6547
O: 0.0180 2.3158 -0.6974
C: -0.7479 -0.3422 0.0373
C: -0.3237 -1.7347 0.1471
H: -0.1408 -2.1105 1.2112
H: 0.6339 -2.0683 -0.4767
H: -1.1574 -2.1833 -0.3864

HOMO: -9.599 eV

Here are the natural (NBO) charges for atoms 1 to 8, given in e:
1 I 0.48
2 S 2.17
3 F -0.33
4 F -0.32
5 O -0.89
6 O -0.85
7 O -0.89
8 C 0.54



Molecular weight
In order: 661.1; 120.2; 272.0
Unit: g/mol
Energy relative to the best compared isomer or geometry (same formula, charge and spin)
In order: 6.9; 102.3; 0.0
Unit: kcal/mol